{"formula": "C13H25N6O5", "method": "ωB97M-V/def2-TZVPD", "species": ["C", "N", "C", "O", "C", "C", "C", "O", "O", "N", "C", "O", "C", "C", "C", "C", "N", "C", "N", "N", "N", "C", "C", "O", "H", "H", "H", "H", "H", "H", "H", "H", "H", "H", "H", "H", "H", "H", "H", "H", "H", "H", "H", "H", "H", "H", "H", "H", "H"], "xyz": [[-2.5088, 3.5826, -1.0501], [-1.3142, 3.2368, -0.3395], [-1.1232, 2.0517, 0.2685], [-1.9013, 1.1086, 0.0733], [0.0517, 1.8815, 1.2230], [-0.1992, 2.3900, 2.6310], [-0.3578, 3.8974, 2.7549], [-1.1953, 4.4663, 3.4482], [0.5675, 4.5768, 2.0256], [0.6458, 0.5544, 1.3220], [0.8824, -0.3064, 0.3455], [0.5648, -0.0297, -0.8109], [1.5908, -1.5978, 0.6743], [0.8379, -2.8355, 0.1742], [0.7265, -2.9478, -1.3616], [-0.7136, -3.0955, -1.8706], [-1.5862, -1.8977, -1.6694], [-2.9242, -1.9200, -1.5945], [-3.6672, -2.9423, -1.9239], [-3.5069, -0.8819, -1.1007], [2.9994, -1.6225, 0.2694], [3.8672, -0.6476, 0.6431], [5.2501, -0.6096, -0.0130], [3.5654, 0.1718, 1.4923], [-3.4067, 3.4197, -0.3984], [-2.5095, 4.6449, -1.3141], [-2.5166, 2.9683, -1.9596], [-0.6176, 3.9526, -0.1986], [0.8665, 2.4642, 0.8122], [0.6019, 2.1436, 3.3462], [-1.1451, 1.9640, 3.0189], [0.4568, 5.4952, 2.2702], [1.0175, 0.3647, 2.2315], [1.5540, -1.6771, 1.7812], [1.2838, -3.7520, 0.5182], [-0.1716, -2.7984, 0.5614], [1.2472, -3.8189, -1.6639], [1.1687, -2.1056, -1.8533], [-1.2242, -3.9570, -1.4564], [-0.6837, -3.3118, -2.9299], [-1.1452, -1.0140, -1.5376], [-3.2929, -3.6800, -2.4908], [-4.6599, -2.8670, -1.7731], [-4.5091, -0.7949, -1.0981], [-2.9708, -0.1452, -0.6144], [3.2858, -2.2732, -0.4394], [5.4197, 0.2913, -0.6059], [5.4114, -1.4509, -0.6284], [5.9881, -0.6459, 0.8114]], "lowdin_charge": [-0.0550, 0.0378, -0.3956, 0.0146, -0.1955, -0.0241, -0.4797, 0.1081, 0.1045, 0.1387, -0.4285, 0.0512, -0.2168, -0.1092, -0.1618, -0.1405, 0.1269, -0.4824, 0.2218, 0.2171, 0.1226, -0.5077, 0.0193, 0.0570, 0.1103, 0.0949, 0.0947, 0.1394, 0.1564, 0.1503, 0.1510, 0.1265, 0.1347, 0.1571, 0.1180, 0.1188, 0.1038, 0.1036, 0.1176, 0.1168, 0.1107, 0.1264, 0.1358, 0.1358, 0.0897, 0.1394, 0.0927, 0.0515, 0.1012], "charge": 1, "total_energy_ha": -1215.012598, "max_force_ev_per_a": 3.05, "smiles": "CNC(=O)[C@@H](CC(=O)O)NC(=O)[C@@H](CCCNC(N)=[NH2+])NC(C)=O", "gap_ev": 9.845, "e_above_lowest_kj_mol": 14.06}

{"formula": "C40H60AsCaF9O29", "method": "ωB97M-V/def2-TZVPD", "species": ["Ca", "As", "F", "F", "F", "F", "F", "F", "C", "O", "O", "C", "F", "F", "F", "C", "C", "H", "H", "H", "H", "H", "H", "C", "C", "C", "O", "C", "O", "O", "H", "H", "H", "H", "H", "H", "C", "C", "C", "O", "C", "O", "O", "H", "H", "H", "H", "H", "H", "C", "C", "C", "O", "C", "O", "O", "H", "H", "H", "H", "H", "H", "C", "C", "C", "O", "C", "O", "O", "H", "H", "H", "H", "H", "H", "C", "C", "C", "O", "C", "O", "O", "H", "H", "H", "H", "H", "H", "C", "C", "C", "O", "C", "O", "O", "H", "H", "H", "H", "H", "H", "C", "C", "C", "O", "C", "O", "O", "H", "H", "H", "H", "H", "H", "C", "C", "C", "O", "C", "O", "O", "H", "H", "H", "H", "H", "H", "C", "C", "C", "O", "C", "O", "O", "H", "H", "H", "H", "H", "H"], "xyz": [[15.5674, -32.4108, -15.5152], [22.7150, -20.1768, -19.9494], [23.3625, -18.9017, -18.8424], [23.5888, -21.4266, -19.0077], [22.0716, -21.5059, -21.0239], [21.8250, -18.9265, -20.9087], [24.0978, -20.1201, -21.0794], [21.2660, -20.3396, -18.8601], [20.1607, -29.4486, -15.0812], [19.3035, -28.9694, -16.1546], [19.3576, -30.4300, -14.4120], [21.6183, -29.7024, -15.5990], [22.4361, -30.2079, -14.6883], [21.6643, -30.5845, -16.5705], [22.2358, -28.5887, -16.1591], [19.6237, -27.6567, -16.7601], [18.5215, -27.2141, -17.6937], [17.5677, -27.1290, -17.1731], [18.6968, -26.2639, -18.1982], [18.3357, -27.9631, -18.4635], [20.4383, -27.9037, -17.4408], [19.9342, -26.7500, -16.2408], [20.2212, -28.5990, -14.4010], [24.7878, -36.0044, -10.1520], [25.3913, -34.9296, -9.2894], [24.3070, -34.2660, -8.4353], [24.8834, -34.2748, -7.1314], [25.9305, -35.0890, -7.0854], [26.5295, -35.3066, -6.0772], [26.1736, -35.5465, -8.2398], [25.5016, -36.7305, -10.5412], [24.3318, -35.5758, -11.0445], [24.0149, -36.6046, -9.6719], [25.9972, -34.2729, -9.9137], [23.4029, -34.8750, -8.4357], [23.9936, -33.2527, -8.6867], [17.3224, -21.8432, -25.3933], [17.2329, -22.5496, -26.7452], [18.3737, -23.3985, -27.1914], [17.7199, -24.4050, -27.8922], [16.4390, -24.4516, -27.5993], [15.5723, -25.1305, -28.1390], [16.1765, -23.4582, -26.7976], [16.3888, -21.3072, -25.2226], [18.2024, -21.2068, -25.4878], [17.4898, -22.5954, -24.6224], [17.1201, -21.7759, -27.5046], [18.9899, -23.8268, -26.4009], [18.9801, -22.8199, -27.8882], [25.1913, -21.4218, -11.8554], [24.6122, -22.7477, -12.3293], [25.6334, -23.7142, -12.8901], [25.3672, -24.9010, -12.1320], [24.4581, -24.7061, -11.1709], [24.0381, -25.5810, -10.3997], [24.0454, -23.4130, -11.2158], [24.5451, -20.8823, -11.1630], [25.4651, -20.8972, -12.7708], [26.1355, -21.5394, -11.3235], [23.8090, -22.4662, -13.0103], [26.6613, -23.3785, -12.7529], [25.4079, -23.8183, -13.9515], [30.4930, -30.5547, -12.3294], [31.6081, -31.4122, -11.6987], [31.6085, -31.5088, -10.1962], [31.7384, -32.9138, -9.9748], [31.6136, -33.6083, -11.0887], [31.5922, -34.8446, -11.1698], [31.5097, -32.7434, -12.1325], [29.5687, -30.8818, -11.8532], [30.4979, -30.6133, -13.4179], [30.6334, -29.5003, -12.0913], [32.5784, -31.0872, -12.0742], [30.7714, -30.9575, -9.7680], [32.5046, -30.9584, -9.9093], [27.4748, -37.0172, -17.6360], [26.4730, -37.9652, -18.2802], [25.9000, -37.4935, -19.6089], [26.0596, -38.5880, -20.5095], [26.8295, -39.5751, -19.9170], [27.1516, -40.6226, -20.5041], [27.2108, -39.1763, -18.6840], [27.0690, -36.1015, -17.2061], [28.1676, -36.6969, -18.4141], [28.0651, -37.4972, -16.8554], [25.6393, -38.0408, -17.5822], [26.4021, -36.5758, -19.9152], [24.8120, -37.4325, -19.5846], [15.7510, -22.9514, -13.5515], [14.6653, -23.7170, -12.7926], [13.2577, -23.7078, -13.4120], [12.9227, -25.0660, -13.4880], [14.0366, -25.7955, -13.3289], [14.0210, -27.0238, -13.5203], [15.0149, -25.0517, -12.9008], [15.8389, -23.1985, -14.6095], [16.7196, -23.2169, -13.1279], [15.6013, -21.8754, -13.4625], [14.5292, -23.4454, -11.7458], [13.2578, -23.2812, -14.4150], [12.5956, -23.0925, -12.8027], [20.9894, -30.0031, -23.9265], [20.1417, -31.3243, -23.8633], [20.9681, -32.4992, -23.3484], [20.2615, -32.9128, -22.2065], [19.1870, -32.1798, -22.0191], [18.4378, -32.3538, -21.0696], [19.1630, -31.1804, -22.8721], [20.2804, -29.2561, -24.2833], [21.7504, -30.0708, -24.7039], [21.4178, -29.8187, -22.9413], [19.6642, -31.5784, -24.8096], [22.0220, -32.2694, -23.1914], [20.9744, -33.2735, -24.1155], [11.7532, -24.6285, -21.8174], [11.0024, -25.8578, -21.4722], [11.2820, -26.8587, -22.5730], [11.6494, -28.0398, -21.9174], [11.9944, -27.6754, -20.6302], [12.6197, -28.3941, -19.8840], [11.5740, -26.4684, -20.3404], [12.7902, -24.9490, -21.9169], [11.6678, -23.8593, -21.0499], [11.5030, -24.2089, -22.7918], [9.9258, -25.7374, -21.3516], [12.0558, -26.6201, -23.3027], [10.3498, -27.1137, -23.0772], [16.6555, -30.7083, -5.6246], [17.9113, -30.0999, -6.3624], [17.5550, -28.7914, -7.0851], [18.0569, -27.8207, -6.1580], [18.8975, -28.3632, -5.3841], [19.6696, -27.7248, -4.6964], [18.8060, -29.6713, -5.4238], [16.9295, -31.3078, -4.7565], [15.9977, -31.2256, -6.3230], [16.0176, -29.8923, -5.2850], [18.3747, -30.6878, -7.1546], [16.4910, -28.5598, -7.1342], [18.0475, -28.7107, -8.0541]], "lowdin_charge": [1.4559, 0.9106, -0.3124, -0.3152, -0.3357, -0.3151, -0.3042, -0.3280, -0.3496, -0.1101, -0.1412, -0.5584, 0.1586, 0.1580, 0.0985, -0.2396, -0.0896, 0.0678, 0.0856, 0.0714, 0.1054, 0.1269, 0.1599, -0.0401, -0.2639, -0.0833, 0.0779, -0.6651, 0.1618, 0.1294, 0.0893, 0.0891, 0.0869, 0.1577, 0.1239, 0.1364, 0.0015, -0.3532, -0.1108, 0.0931, -0.5835, 0.1222, 0.1107, 0.0888, 0.0958, 0.0910, 0.1558, 0.1447, 0.1438, -0.0259, -0.3345, -0.0731, 0.0707, -0.5122, 0.1039, 0.0790, 0.0897, 0.0932, 0.0825, 0.1542, 0.1338, 0.1388, -0.0097, -0.3511, -0.0833, 0.0966, -0.5230, 0.1129, 0.0779, 0.0877, 0.0861, 0.0853, 0.1500, 0.1357, 0.1349, -0.0323, -0.2869, -0.1083, 0.0407, -0.4817, 0.1095, 0.0837, 0.0886, 0.0871, 0.0891, 0.1454, 0.1318, 0.1332, -0.0070, -0.3145, -0.1009, 0.0818, -0.5484, 0.0811, 0.1075, 0.0941, 0.0891, 0.0901, 0.1572, 0.1344, 0.1357, -0.0006, -0.3022, -0.1019, 0.0948, -0.5860, 0.1086, 0.1056, 0.0828, 0.0848, 0.0949, 0.1530, 0.1349, 0.1314, -0.0261, -0.3353, -0.1316, 0.0640, -0.5468, 0.1249, 0.1168, 0.1013, 0.0934, 0.1006, 0.1606, 0.1407, 0.1376, -0.0004, -0.3159, -0.0626, 0.1118, -0.6463, 0.1443, 0.1111, 0.0843, 0.0760, 0.0804, 0.1493, 0.1331, 0.1348], "total_energy_ha": -7554.134376, "max_force_ev_per_a": 5.23, "gap_ev": 3.203, "e_above_lowest_kj_mol": 138.78}

{"formula": "C4H9N3", "method": "ωB97M-V/def2-TZVPD", "species": ["C", "C", "C", "C", "N", "N", "N", "H", "H", "H", "H", "H", "H", "H", "H", "H"], "xyz": [[-1.5336, -0.9276, 0.3250], [-2.4457, 1.2207, -0.3717], [0.7426, -1.3499, -0.1678], [2.2529, 0.6764, 0.1720], [-0.5544, -1.7359, 0.0597], [-1.5290, 0.4170, 0.0723], [1.0431, -0.0078, 0.0491], [-2.5501, -1.3870, 0.7163], [-2.3165, 2.3838, -0.3581], [-3.4655, 1.0292, -0.7917], [1.5286, -1.9144, 0.1882], [0.8672, -1.7701, -1.2984], [3.2023, 0.2204, -0.3368], [2.0785, 1.7604, -0.0748], [2.4037, 0.8626, 1.2526], [0.2760, 0.5220, 0.5643]], "lowdin_charge": [-0.0627, 0.1957, -0.1544, 0.0105, 0.2106, 0.0639, 0.0868, 0.2310, 0.1701, 0.1506, 0.1626, 0.2803, 0.1766, 0.1572, 0.1561, 0.1652], "charge": 2, "total_energy_ha": -321.171126, "max_force_ev_per_a": 3.78, "gap_ev": [6.937, 8.286], "e_above_lowest_kj_mol": 602.01}

{"formula": "C34H38GeKN2O", "method": "ωB97M-V/def2-TZVPD", "species": ["K", "C", "C", "C", "C", "C", "C", "C", "C", "C", "H", "H", "H", "H", "H", "H", "H", "H", "H", "H", "H", "H", "C", "C", "C", "C", "N", "C", "C", "C", "C", "C", "C", "N", "H", "H", "H", "H", "H", "H", "H", "H", "Ge", "C", "C", "C", "C", "C", "C", "C", "C", "C", "C", "C", "C", "H", "H", "H", "H", "H", "H", "H", "H", "H", "H", "H", "C", "C", "C", "O", "H", "H", "H", "H", "H", "H", "H"], "xyz": [[-0.8984, 0.3969, -0.8883], [-1.2085, 4.1994, -0.3138], [-2.1691, 3.0958, -0.6553], [-2.4100, 2.7451, -1.9814], [-3.2867, 1.7165, -2.3136], [-3.5585, 1.3680, -3.7486], [-3.9222, 1.0253, -1.2856], [-3.7222, 1.3640, 0.0489], [-4.4746, 0.6598, 1.1390], [-2.8320, 2.3933, 0.3471], [-0.2977, 4.1368, -0.9125], [-0.9263, 4.1641, 0.7382], [-1.6515, 5.1779, -0.5056], [-1.8913, 3.2750, -2.7746], [-4.4403, 1.8989, -4.1118], [-3.7460, 0.3006, -3.8690], [-2.7254, 1.6455, -4.3952], [-4.5893, 0.2057, -1.5300], [-5.4816, 1.0703, 1.2294], [-3.9855, 0.7803, 2.1051], [-4.5702, -0.4065, 0.9343], [-2.6493, 2.6533, 1.3845], [-2.3043, -2.7807, 2.4870], [-2.6710, -3.9463, 1.8401], [-2.6436, -3.9810, 0.4565], [-2.2460, -2.8474, -0.2500], [-1.8936, -1.7218, 0.3803], [-1.9257, -1.7013, 1.7068], [-2.1993, -2.8574, -1.7519], [-2.7412, -3.9191, -2.4739], [-2.6637, -3.9137, -3.8564], [-2.0423, -2.8514, -4.4876], [-1.5334, -1.8384, -3.6923], [-1.6044, -1.8289, -2.3652], [-2.3078, -2.7039, 3.5646], [-2.9720, -4.8218, 2.3989], [-2.9120, -4.8918, -0.0535], [-1.6383, -0.7713, 2.1868], [-3.2365, -4.7383, -1.9790], [-3.0851, -4.7303, -4.4264], [-1.9504, -2.7974, -5.5624], [-1.0403, -0.9871, -4.1508], [1.9122, 0.7458, 1.4832], [3.3373, 2.0296, 1.7206], [3.0980, 3.3940, 1.5584], [4.1206, 4.3196, 1.6766], [5.4102, 3.8881, 1.9610], [5.6635, 2.5373, 2.1374], [4.6312, 1.6150, 2.0220], [2.2504, -0.9953, 2.2773], [3.2675, -1.8827, 1.9230], [3.4311, -3.0883, 2.5833], [2.5820, -3.4377, 3.6252], [1.5695, -2.5702, 4.0002], [1.4100, -1.3655, 3.3271], [0.5715, 1.2269, 2.0768], [2.0984, 3.7539, 1.3336], [3.9130, 5.3736, 1.5507], [6.2171, 4.6027, 2.0537], [6.6649, 2.2017, 2.3714], [4.8530, 0.5667, 2.1859], [3.9485, -1.6460, 1.1135], [4.2270, -3.7588, 2.2880], [2.7163, -4.3787, 4.1417], [0.9063, -2.8197, 4.8183], [0.6166, -0.7014, 3.6552], [2.8793, 1.9065, -1.7656], [2.3027, 0.5437, -1.4344], [3.3601, -0.5311, -1.3215], [1.4830, 0.6026, -0.2625], [3.3789, 1.8725, -2.7353], [3.6085, 2.2289, -1.0226], [2.0903, 2.6583, -1.8208], [1.6081, 0.2679, -2.2464], [4.1269, -0.2423, -0.5965], [3.8676, -0.6724, -2.2766], [2.9259, -1.4824, -1.0145]], "lowdin_charge": [0.8024, -0.0308, -0.3103, -0.0536, -0.2976, -0.0344, -0.0336, -0.2901, -0.0374, -0.0450, 0.0775, 0.0780, 0.0939, 0.1306, 0.0939, 0.0736, 0.0821, 0.1327, 0.0939, 0.0787, 0.0765, 0.1263, -0.0405, -0.0367, -0.0004, -0.2020, 0.0479, -0.1451, -0.2053, -0.0030, -0.0394, -0.0438, -0.1382, 0.0570, 0.1124, 0.1174, 0.1041, 0.1058, 0.1040, 0.1173, 0.1119, 0.1125, 0.9664, -0.3077, -0.1237, -0.0755, -0.0715, -0.0724, -0.1039, -0.2842, -0.1116, -0.0732, -0.0741, -0.0815, -0.1379, 0.0256, 0.0970, 0.1074, 0.1085, 0.1083, 0.0955, 0.0827, 0.1086, 0.1080, 0.1053, 0.0830, -0.0344, -0.5050, -0.0453, -0.4627, 0.0915, 0.0753, 0.0795, 0.1251, 0.0768, 0.0931, 0.0844], "charge": 1, "total_energy_ha": -4179.904627, "max_force_ev_per_a": 0.40, "gap_ev": 9.104, "e_above_lowest_kj_mol": 44.04}

{"formula": "C5H9N", "method": "ωB97M-V/def2-TZVPD", "species": ["C", "C", "C", "N", "C", "C", "H", "H", "H", "H", "H", "H", "H", "H", "H"], "xyz": [[-0.8073, -2.0310, -1.9170], [-0.6660, -0.9080, -1.2236], [-0.0078, -0.8797, 0.1346], [-0.1386, 0.3547, 0.8684], [0.8366, 1.3653, 0.8769], [0.7454, 2.4842, 1.6069], [-0.9885, -2.2367, -2.9637], [-0.8103, -2.9715, -1.3592], [-0.7608, 0.0667, -1.7057], [-0.5230, -1.7052, 0.6689], [1.0294, -1.2095, 0.1659], [-1.0664, 0.7350, 0.7709], [1.7602, 0.9938, 0.4347], [-0.2274, 2.8520, 1.8802], [1.6245, 3.0898, 1.7619]], "lowdin_charge": [-0.0107, -0.1718, -0.2452, -0.0643, -0.2356, -0.0225, 0.0513, 0.0582, 0.0988, 0.1196, 0.1200, 0.1188, 0.1055, 0.0412, 0.0367], "total_energy_ha": -250.589845, "max_force_ev_per_a": 2.01, "smiles": "C=CCNC=C", "gap_ev": 9.163, "e_above_lowest_kj_mol": 202.42}

{"formula": "C7H13N3O3S", "method": "ωB97M-V/def2-TZVPD", "species": ["H", "N", "N", "C", "S", "O", "C", "C", "H", "H", "H", "H", "H", "C", "C", "C", "O", "N", "C", "O", "H", "H", "H", "H", "H", "H", "H"], "xyz": [[-1.2054, -2.4337, 1.1182], [-1.8675, -1.6539, 1.1538], [-1.7060, -0.7272, 0.3576], [-1.5701, 0.2816, -0.2519], [-2.0966, 0.9198, -1.8245], [-1.3237, 0.2522, -2.8307], [-1.3099, 2.5584, -1.5383], [-2.2175, 3.0149, -0.3685], [-0.2065, 2.5431, -1.3967], [-1.6484, 3.2715, -2.4560], [-2.2631, 2.4466, 0.5347], [-2.0625, 4.0702, 0.0671], [-3.3007, 2.9206, -0.7798], [1.3628, -0.2180, 2.0848], [2.0302, -1.3548, 1.3293], [2.6573, -1.0074, 0.0065], [1.6611, -0.8688, -1.0160], [1.1960, -2.0710, -1.3502], [0.3093, -2.8428, -1.2179], [-0.4192, -3.7196, -1.3840], [0.4255, 0.1696, 1.6567], [1.0842, -0.4723, 3.0744], [1.9302, 0.6804, 2.0718], [1.2927, -2.2011, 1.0888], [2.7133, -1.6517, 2.1538], [3.1944, -0.0193, -0.0105], [3.3401, -1.8874, -0.2726]], "lowdin_charge": [0.0614, 0.1007, -0.1694, -0.1975, 0.8893, -0.4904, -0.3804, -0.2257, 0.0980, 0.1394, 0.0281, 0.1005, 0.0875, -0.1152, -0.2326, -0.1947, -0.0890, 0.0868, -0.3555, 0.1635, 0.0499, 0.0612, 0.0633, 0.1143, 0.1203, 0.1421, 0.1441], "total_energy_ha": -1062.420761, "max_force_ev_per_a": 2.94, "smiles": "[H]/N=N/C#S(=O)CC.CCCON=C=O", "gap_ev": 8.990, "e_above_lowest_kj_mol": 541.25}